No. 1
ORCA calculation (ωB97M-V with the def2-TZVPD basis set) on a structure of composition C28H45ClN4PbSe in a non-equilibrium geometry.

Output
* E_LUMO (alpha / beta): 4.587 / 4.576 eV
* HOMO (alpha / beta): 2.6010 / 2.5644 eV
* gap between HOMO and LUMO (alpha / beta): 2.0 / 2.0 eV
* total energy: -4367.31424 Ha
* charge: -2
* molecular weight: 759.31 g/mol
* 2S+1: 1
* F_max: 2.149 eV/A

Geometry (Å):
Pb1 -0.10785 -0.37662 -0.48265
Cl1 -0.20186 -0.03558 -3.10259
C1 2.31459 -4.11694 -0.75927
C2 1.43241 -2.06476 -0.76938
N1 1.15917 -3.38080 -0.87096
H1 4.37103 -3.43216 -0.57906
N2 2.77790 -1.98683 -0.72276
H2 2.32448 -5.18762 -0.77313
C3 -0.20402 -3.98027 -0.96936
C4 -0.05512 -5.44538 -1.32649
C5 -0.91402 -3.87979 0.38054
H3 0.42742 -6.01407 -0.52652
H4 -1.05621 -5.86846 -1.46424
H5 0.49153 -5.58285 -2.26431
H6 -1.84888 -3.94012 -2.34710
H7 -0.38766 -3.12017 -2.96192
H8 -0.77005 -2.91564 0.88970
C6 -1.00227 -3.29340 -2.07133
H9 -0.54373 -4.66521 1.05151
H10 -1.99221 -4.03982 0.23531
H11 -1.43222 -2.33035 -1.76237
C7 3.32037 -3.24762 -0.66779
C8 3.44876 -0.27499 0.89230
H12 3.76560 -1.06739 1.58373
H13 4.08955 0.60274 1.05047
C9 3.58396 -0.74095 -0.55319
H14 3.84103 1.17772 -1.44664
C10 5.03327 -1.06739 -0.86902
H15 5.13785 -1.44739 -1.89260
H16 2.41464 0.00497 1.14364
H17 2.13405 0.75822 -1.27636
H18 5.46619 -1.77950 -0.15836
H19 5.61516 -0.14023 -0.79915
C11 3.12546 0.34567 -1.51516
H20 3.10622 -0.02439 -2.55006
C12 -3.74499 2.84693 -0.85382
N3 -3.22414 1.59124 -0.60654
H21 -2.71211 4.77267 -0.91565
N4 -1.59144 2.97300 -0.51140
H22 -4.78239 3.01387 -1.04725
C13 -4.01599 0.33140 -0.78366
C14 -5.47565 0.65670 -0.52365
C15 -3.83429 -0.15000 -2.22374
H23 -5.89422 1.32381 -1.28587
H24 -6.04266 -0.27956 -0.56131
H25 -5.61507 1.09139 0.47356
H26 -4.34789 -1.51886 0.21349
H27 -3.45446 -0.33638 1.21835
H28 -2.77351 -0.18302 -2.51759
C16 -3.57141 -0.73697 0.20107
H29 -4.37158 0.51653 -2.91342
H30 -4.25939 -1.15807 -2.31752
H31 -2.63718 -1.23000 -0.10942
C17 -2.72435 3.71021 -0.78943
C18 0.41872 3.28398 -1.90124
H32 -0.04159 3.94068 -2.65004
H33 1.49118 3.51324 -1.85901
C19 -0.20809 3.54248 -0.53446
H34 1.60451 3.43379 0.58977
C20 -0.29722 5.04108 -0.32958
H35 -0.79612 5.29563 0.61173
H36 0.29236 2.24731 -2.24069
H37 0.79924 1.86385 0.46966
H38 -0.80130 5.53680 -1.16593
H39 0.72256 5.43928 -0.28578
C21 0.62118 2.94074 0.58361
H40 0.14432 3.10206 1.55605
C22 -1.90198 1.67045 -0.39587
Se1 -0.80676 -0.67290 2.65771
C23 0.34091 0.42765 3.58876
C24 -0.02534 1.75454 3.93478
C25 0.84918 2.55448 4.66389
C26 2.09771 2.06309 5.07726
C27 2.47104 0.75324 4.72823
C28 1.60107 -0.06506 4.01488
H41 -1.00607 2.12122 3.62229
H42 0.55665 3.57642 4.91307
H43 2.76892 2.68748 5.67271
H44 3.44805 0.36690 5.01736
H45 1.86508 -1.09593 3.76917

No. 2
ORCA calculation (ωB97M-V with the def2-TZVPD basis set) on an isolated molecule of C10H18O2 in a non-equilibrium geometry.

Output
* E_LUMO: 0.812 eV
* HOMO: -9.0302 eV
* SMILES: CC(C)[C@]12CC[C@](C)(CC1)OO2
* gap between HOMO and LUMO: 9.8 eV
* total energy: -541.96165 Ha
* energy relative to the best compared isomer or geometry (same formula, charge and spin): 9.745 eV
* molecular weight: 170.25 g/mol
* 2S+1: 1
* F_max: 7.207 eV/A

Geometry (Å):
C1 2.71776 -1.35262 0.02589
C2 2.20672 -0.00898 -0.56656
C3 3.04412 1.05288 0.21893
C4 0.57201 0.00644 -0.06313
C5 -0.00381 1.45366 -0.54648
C6 -1.52293 0.97831 -1.08264
C7 -1.86947 0.06314 0.05033
C8 -3.41910 -0.35453 0.20516
C9 -1.20226 0.34028 1.48427
C10 0.33388 -0.06122 1.41376
H1 3.59549 -1.70726 -0.85575
H2 1.95014 -2.28094 0.36860
H3 3.39683 -1.41711 1.02488
H4 2.12781 -0.18654 -1.74246
H5 4.18161 0.98275 0.53464
H6 2.63045 0.90738 1.29380
H7 2.89319 2.05000 -0.14049
H8 0.55992 2.08251 -1.36221
H9 0.04971 2.07615 0.27649
H10 -1.27879 0.20329 -2.02064
H11 -2.22084 1.96706 -1.14023
H12 -3.62681 -0.92823 -0.83901
H13 -4.03898 0.74728 0.31978
H14 -3.62887 -1.21424 0.97568
H15 -1.81337 -0.31914 2.10748
H16 -1.28616 1.36362 1.68131
H17 1.06585 0.65783 1.92092
H18 0.38435 -1.15062 2.07500
O1 -1.26440 -1.07072 -0.39404
O2 0.00403 -0.99653 -1.02032

No. 3
ORCA calculation (ωB97M-V with the def2-TZVPD basis set) on a cluster of 2 separate species, C9H7I2NO2 in total in a non-equilibrium geometry.

Output
* E_LUMO (alpha / beta): -1.588 / -1.589 eV
* HOMO (alpha / beta): -7.4915 / -7.4903 eV
* gap between HOMO and LUMO (alpha / beta): 5.9 / 5.9 eV
* total energy: -1147.70991 Ha
* energy relative to the best compared isomer or geometry (same formula, charge and spin): 0.000 eV
* molecular weight: 414.97 g/mol
* 2S+1: 1
* F_max: 4.137 eV/A

Geometry (Å):
C1 1.64117 -0.28182 -0.11586
C2 1.25694 -0.07781 -1.41140
C3 -0.61792 0.06172 0.73193
C4 0.75542 -0.26593 0.99565
C5 -0.05450 0.38266 -1.62358
C6 -0.90320 0.46995 -0.53952
C7 1.38399 -0.85494 2.24117
C8 -1.95260 1.28085 -2.28601
C9 0.42281 -1.75836 3.14113
N1 -0.76382 0.81517 -2.67636
O1 2.55104 -0.79351 2.46365
O2 -2.03238 1.06346 -1.00637
I1 -1.53125 4.39783 -2.04663
I2 -3.66144 1.24485 -3.50332
H1 2.56373 -0.78551 0.17085
H2 1.85873 -0.05863 -2.26656
H3 -1.27018 0.24327 1.49889
H4 -0.54332 -1.36776 3.07834
H5 0.85208 -1.88168 4.05174
H6 0.52833 -2.75512 2.76508
H7 -0.48363 0.92129 -3.66282

What did the third record say?
ORCA calculation (ωB97M-V with the def2-TZVPD basis set) on a cluster of 2 separate species, C9H7I2NO2 in total in a non-equilibrium geometry.

Output
* E_LUMO (alpha / beta): -1.588 / -1.589 eV
* HOMO (alpha / beta): -7.4915 / -7.4903 eV
* gap between HOMO and LUMO (alpha / beta): 5.9 / 5.9 eV
* total energy: -1147.70991 Ha
* energy relative to the best compared isomer or geometry (same formula, charge and spin): 0.000 eV
* molecular weight: 414.97 g/mol
* 2S+1: 1
* F_max: 4.137 eV/A

Geometry (Å):
C1 1.64117 -0.28182 -0.11586
C2 1.25694 -0.07781 -1.41140
C3 -0.61792 0.06172 0.73193
C4 0.75542 -0.26593 0.99565
C5 -0.05450 0.38266 -1.62358
C6 -0.90320 0.46995 -0.53952
C7 1.38399 -0.85494 2.24117
C8 -1.95260 1.28085 -2.28601
C9 0.42281 -1.75836 3.14113
N1 -0.76382 0.81517 -2.67636
O1 2.55104 -0.79351 2.46365
O2 -2.03238 1.06346 -1.00637
I1 -1.53125 4.39783 -2.04663
I2 -3.66144 1.24485 -3.50332
H1 2.56373 -0.78551 0.17085
H2 1.85873 -0.05863 -2.26656
H3 -1.27018 0.24327 1.49889
H4 -0.54332 -1.36776 3.07834
H5 0.85208 -1.88168 4.05174
H6 0.52833 -2.75512 2.76508
H7 -0.48363 0.92129 -3.66282

Q: The lowest molecular weight belongs to which entry?
A: C10H18O2